Molecular formula: C12H28Cl5NOP
Method: DFT, ωB97M-V/def2-TZVPD

Element x y z (Å)
C: 0.79837 2.57123 -0.47764
N: -0.51711 2.60548 0.30018
C: -0.75286 1.18295 0.73545
P: -2.29868 0.32841 0.03443
C: -3.42985 1.40973 -1.05421
C: -4.86088 0.59430 -1.22325
C: -5.68215 0.40996 0.20414
O: -5.69252 1.63296 1.03406
C: -1.65492 -1.21587 -0.96434
C: -1.17485 -2.45332 0.01978
C: -2.31589 -2.74927 1.19404
Cl: -2.29388 -4.48427 1.84458
H: 1.03782 3.63597 -0.93350
H: 0.65455 1.78032 -1.33788
H: 1.67611 2.17891 0.19950
H: -1.27721 2.99746 -0.29433
H: -0.82118 1.18075 1.91566
H: 0.21704 0.56068 0.44399
H: -3.11026 -0.07562 1.19060
H: -3.63502 2.40900 -0.44268
H: -3.01735 1.64556 -2.12736
H: -4.66045 -0.49398 -1.63202
H: -5.59673 1.16191 -1.96939
H: -5.23502 -0.45619 0.87576
H: -6.81002 0.16400 -0.06483
H: -4.78557 1.65705 1.48967
H: -0.69006 -0.91982 -1.60199
H: -2.46211 -1.54267 -1.75803
H: -0.09285 -2.29360 0.48012
H: -1.10579 -3.45942 -0.60254
H: -3.35603 -2.41927 0.71607
H: -2.09432 -1.94301 2.04630
Cl: 3.33850 3.70766 -1.99266
C: 4.83864 2.84878 -1.56086
C: 4.78406 1.37534 -1.93136
Cl: 3.62376 0.47138 -0.92555
H: 5.01371 2.98902 -0.48970
H: 5.65106 3.33873 -2.10538
H: 5.76440 0.91559 -1.77437
H: 4.50571 1.23334 -2.98029
Cl: 2.81058 -1.91006 1.60632
C: 4.15640 -3.06680 1.44742
C: 5.26718 -2.79710 2.44978
Cl: 6.13534 -1.28085 2.09992
H: 4.52307 -3.02144 0.41727
H: 3.73798 -4.06332 1.61605
H: 6.00732 -3.60191 2.41053
H: 4.88195 -2.73868 3.47256

The calculation puts the HOMO energy at -12.49 eV. The calculation puts the LUMO energy at -3.0787 eV. The charge is +1. As for the orbital gap: 9.4 eV. The total energy comes out at -3245.9287 Ha.

Molecular formula: C13H33B3BeCl31
Method: DFT, ωB97M-V/def2-TZVPD

Element x y z (Å)
Be: 0.72023 0.97987 -1.41126
B: -0.19775 -0.42056 0.46561
H: -0.01101 0.50685 0.98453
H: -0.67134 -1.15342 1.10033
H: -0.88023 -0.23533 -0.34934
H: 0.77495 -0.68281 0.07918
B: 2.22873 1.95852 -3.29554
H: 1.63909 2.66918 -2.73739
H: 1.55954 1.22764 -3.72243
H: 2.65813 2.54690 -4.09157
H: 2.95120 1.50628 -2.63390
B: -0.97702 2.40665 -2.86095
H: -1.62804 2.88186 -3.57829
H: -0.51219 1.54226 -3.30927
H: -0.24512 3.10982 -2.49472
H: -1.47900 2.06437 -1.96927
C: -1.48088 -5.14626 2.97691
Cl: 0.21166 -5.66842 2.62212
Cl: -1.39605 -3.55896 3.77432
Cl: -2.31560 -6.31688 4.03549
H: -1.97260 -5.10589 2.00497
C: -5.06535 -1.40883 -3.62099
Cl: -4.54653 -3.08437 -3.65743
Cl: -5.81250 -0.85302 -5.15614
Cl: -3.68502 -0.38730 -3.32502
H: -5.87040 -1.27785 -2.89792
C: -3.61052 -1.24472 0.83329
Cl: -4.94315 -2.00211 -0.08628
Cl: -3.86139 -1.34420 2.59598
Cl: -3.54220 0.46503 0.39234
H: -2.66948 -1.74857 0.61264
C: -1.09287 0.85519 3.57692
Cl: -2.31139 2.24890 3.79370
Cl: -1.10083 -0.40019 4.90733
Cl: 0.51455 1.64028 3.43387
H: -1.34864 0.33622 2.65315
C: 3.30043 1.64871 5.42928
Cl: 2.62143 2.93339 6.40519
Cl: 2.97744 0.05585 6.20487
Cl: 5.06450 1.84198 5.34137
H: 2.92315 1.66958 4.40687
C: -1.22412 4.69751 0.01459
Cl: -0.42637 6.26044 0.30550
Cl: -0.05800 3.37483 0.20350
H: -2.01361 4.55032 0.75157
H: -1.66704 4.73669 -0.98059
C: 1.68652 5.43576 2.96913
Cl: 3.24505 4.53883 2.92116
Cl: 1.32434 5.77256 4.67803
H: 1.84319 6.32326 2.35603
H: 0.93298 4.76679 2.55351
C: -4.63991 2.75786 -3.07855
Cl: -4.54970 4.35519 -2.24827
Cl: -6.13953 1.88734 -2.65274
H: -4.63132 3.00274 -4.14066
H: -3.77797 2.19266 -2.72400
C: 4.56332 -2.98453 -1.41834
Cl: 5.01251 -3.30997 0.28676
Cl: 3.31012 -1.74697 -1.33693
H: 5.48512 -2.71675 -1.93476
H: 4.18378 -3.91037 -1.85062
C: 5.03373 1.92838 -0.22761
Cl: 6.11656 0.47712 -0.20604
Cl: 3.28903 1.62326 0.16509
H: 5.41517 2.55420 0.57921
H: 5.09307 2.42104 -1.19811
C: -0.46921 -2.95906 -3.79704
Cl: -0.39309 -1.44729 -2.93402
Cl: -0.23613 -2.73361 -5.57571
H: 0.29289 -3.64755 -3.43195
H: -1.45523 -3.39664 -3.64088
C: 2.02204 -2.48031 2.71101
Cl: 3.18096 -1.15286 2.41166
Cl: 1.91162 -2.88209 4.44669
H: 1.01701 -2.34212 2.31234
H: 2.45705 -3.37326 2.26211
C: -0.51085 -5.66462 -1.23349
Cl: 0.93893 -4.71390 -1.02673
Cl: -2.00365 -4.75432 -0.91600
H: -0.57727 -5.99324 -2.27065
H: -0.49998 -6.50297 -0.53697

The calculation puts the HOMO energy at -6.30 eV. The calculation puts the LUMO energy at 0.7222 eV. The charge is -1. As for the orbital gap: 7.0 eV. The total energy comes out at -14870.0397 Ha.

Molecular formula: C37H71F2GaNO12S6Si
Method: DFT, ωB97M-V/def2-TZVPD

Element x y z (Å)
C: 4.01032 1.00909 -0.85852
N: 3.65460 1.40486 -2.20790
C: 4.14727 2.75677 -2.54717
Ga: 3.00324 4.16468 -1.64301
C: 1.21669 4.50111 -2.66148
F: 1.16595 3.78028 -3.87411
F: 0.97607 5.82786 -3.02316
C: 0.05669 3.98157 -1.82512
C: -1.34434 4.54134 -2.08809
Si: -2.60273 3.50530 -1.15100
C: -4.26501 4.38470 -1.23209
C: -2.01984 3.31124 0.61348
C: -2.77655 1.82660 -1.98991
C: -3.92440 1.52964 -2.74102
C: -4.06368 0.30891 -3.40081
C: -3.06713 -0.65822 -3.33130
C: -1.93109 -0.39170 -2.56449
C: -1.79540 0.82854 -1.90726
H: 3.32999 1.45508 -0.14743
H: 5.04941 1.27861 -0.59440
H: 3.92159 -0.07409 -0.75523
H: 4.07162 0.74438 -2.84852
H: 5.18580 2.88662 -2.18672
H: 4.16417 2.85619 -3.63618
H: 3.76287 5.56843 -1.35486
H: 2.56180 3.56700 -0.20583
H: 0.10389 2.89664 -1.92391
H: 0.31412 4.21472 -0.79098
H: -1.39444 5.58240 -1.76794
H: -1.60812 4.45991 -3.14637
H: -5.05677 3.84512 -0.71003
H: -4.56776 4.46020 -2.27770
H: -4.18472 5.38395 -0.80625
H: -2.63163 2.64298 1.21717
H: -2.06112 4.28662 1.10491
H: -0.97554 2.99808 0.63840
H: -4.72821 2.25020 -2.82128
H: -4.95733 0.13124 -3.98774
H: -3.12811 -1.60194 -3.84360
H: -1.14263 -1.12761 -2.48498
H: -0.89249 1.00982 -1.33716
C: 2.49054 -0.16404 4.65060
C: 1.12187 -0.84028 4.47258
C: 0.55661 -0.39218 3.12266
S: 1.97887 -0.03519 2.08425
O: 1.98233 1.37257 1.79087
O: 2.08197 -1.03531 1.04803
C: 3.22958 -0.35536 3.33077
H: 3.05058 -0.59187 5.48233
H: 2.35607 0.90232 4.84849
H: 1.24902 -1.92137 4.46254
H: 0.44825 -0.59155 5.28349
H: -0.04103 -1.16385 2.64608
H: -0.02439 0.52334 3.20013
H: 4.06457 0.32410 3.17490
H: 3.55832 -1.38745 3.20627
C: 2.84789 -5.79213 2.75065
C: 1.84547 -6.94927 2.88561
C: 0.71313 -6.47215 3.80512
S: 0.63526 -4.68370 3.59647
O: 0.99259 -4.07538 4.85684
O: -0.58386 -4.32811 2.92102
C: 2.01714 -4.54423 2.46988
H: 3.56892 -5.97101 1.95482
H: 3.40058 -5.66916 3.68469
H: 1.44251 -7.19598 1.90167
H: 2.31650 -7.84795 3.28194
H: -0.25430 -6.89010 3.53976
H: 0.92838 -6.66653 4.85371
H: 2.53516 -3.60662 2.65693
H: 1.61298 -4.54516 1.45851
C: -4.43397 -4.75286 -6.79804
C: -4.21790 -6.15403 -6.20620
C: -3.41682 -5.98513 -4.90921
S: -3.82852 -4.34687 -4.28045
O: -2.63927 -3.53774 -4.33176
O: -4.60405 -4.46906 -3.07524
C: -4.89528 -3.87483 -5.63994
H: -5.16612 -4.76185 -7.60423
H: -3.49414 -4.37030 -7.20098
H: -5.18558 -6.60947 -5.98684
H: -3.69733 -6.81006 -6.90247
H: -3.67845 -6.71754 -4.15022
H: -2.34372 -6.00002 -5.08711
H: -4.78465 -2.80744 -5.81760
H: -5.91870 -4.10433 -5.34494
C: -4.63834 -0.70526 6.95282
C: -4.97425 0.36090 5.89962
C: -3.64804 0.93947 5.39264
S: -2.42899 -0.37234 5.58235
O: -1.45339 0.04483 6.56153
O: -2.02369 -0.85181 4.28848
C: -3.53082 -1.56018 6.34532
H: -5.50780 -1.30825 7.21138
H: -4.27780 -0.22534 7.86525
H: -5.51418 -0.10240 5.07197
H: -5.60914 1.14631 6.30625
H: -3.68334 1.22309 4.34375
H: -3.31262 1.78272 5.99315
H: -2.96924 -2.14476 7.06995
H: -3.90789 -2.20469 5.55192
C: 0.73795 5.87027 3.89674
C: 1.01039 4.35969 3.88022
C: -0.09738 3.68764 4.70244
S: -1.54241 4.75504 4.56495
O: -1.86211 5.28967 5.86846
O: -2.54774 4.09739 3.77142
C: -0.74682 6.02848 3.58858
H: 1.35128 6.39723 3.16802
H: 0.95734 6.28112 4.88542
H: 0.98241 3.99423 2.85222
H: 1.99290 4.12126 4.28348
H: -0.36350 2.70502 4.32011
H: 0.15414 3.62060 5.75951
H: -1.16316 6.99405 3.86612
H: -0.95927 5.81228 2.54164
C: 6.04466 0.03168 -7.34033
C: 4.99556 -1.08403 -7.45218
C: 5.17932 -2.00987 -6.24338
S: 5.86364 -0.98228 -4.92895
O: 7.19352 -1.45182 -4.62468
O: 4.88216 -0.80196 -3.89604
C: 5.98489 0.51833 -5.89699
H: 5.84876 0.84333 -8.03946
H: 7.03773 -0.36872 -7.55752
H: 3.99677 -0.64506 -7.43043
H: 5.09112 -1.63787 -8.38558
H: 4.24329 -2.43364 -5.88904
H: 5.89694 -2.80438 -6.43854
H: 6.86243 1.07230 -5.57356
H: 5.08432 1.10055 -5.70123

The calculation puts the HOMO energy at -3.60 eV. The calculation puts the LUMO energy at 1.6983 eV. The charge is -1. As for the orbital gap: 5.3 eV. The total energy comes out at -7213.1484 Ha.

Molecular formula: C2H4N2S
Method: DFT, ωB97M-V/def2-TZVPD

Element x y z (Å)
C: 0.55726 -0.00787 -0.02575
C: -0.90876 -0.74071 0.11597
H: 1.04476 2.07010 -0.31848
H: -0.82363 1.57639 0.54373
H: 1.49495 -1.71270 -0.20644
H: -1.04087 -1.75781 0.75246
N: 0.42199 1.27061 -0.09577
N: 1.63761 -0.69196 -0.44719
S: -2.38332 -0.00604 -0.31854

The calculation puts the HOMO energy at -8.98 eV. The calculation puts the LUMO energy at -1.3132 eV. The charge is 0. The value obtained for the energy above the lowest of the compared OMol25 structures with the same formula, charge and spin is 83.30 kcal per mole. As for the orbital gap: 7.7 eV. The total energy comes out at -586.1616 Ha.

Molecular formula: C2H9NO3
Method: DFT, ωB97M-V/def2-TZVPD

Element x y z (Å)
N: -2.90776 -0.77400 0.97608
C: -1.83940 -0.18440 1.75858
C: -0.66954 0.39993 1.03386
O: -0.71125 0.94688 -0.03128
H: -2.66878 -1.01921 0.02657
H: -3.75930 -0.23224 0.93270
H: -2.23788 0.70156 2.27252
H: -1.57897 -0.86815 2.56512
H: 0.20618 0.66854 1.65653
O: 1.93340 -1.30044 -2.26204
H: 1.06569 -1.64076 -2.02412
H: 1.75588 -0.69374 -2.98819
O: 3.11753 1.00830 -0.65372
H: 3.50058 0.18493 -0.98016
H: 3.80000 1.65340 -0.87700

Its SMILES is NCC=O.O.O. The calculation puts the HOMO energy at -9.40 eV. The calculation puts the LUMO energy at 0.7087 eV. The charge is 0. The value obtained for the energy above the lowest of the compared OMol25 structures with the same formula, charge and spin is 47.51 kcal per mole. As for the orbital gap: 10.1 eV. The total energy comes out at -362.0391 Ha.

Molecular formula: C6H4O
Method: DFT, ωB97M-V/def2-TZVPD

Element x y z (Å)
C: -1.41028 1.95851 1.76490
C: -1.07313 1.23639 0.85983
C: -0.33484 0.33989 0.03827
C: -0.56534 -0.54422 -0.97762
C: 0.65060 -1.27596 -1.14480
C: 1.52642 -0.76583 -0.24486
O: 0.95485 0.21440 0.47350
H: -1.66031 2.59890 2.58110
H: -1.47373 -0.67393 -1.54850
H: 0.83664 -2.09906 -1.81657
H: 2.54912 -0.98910 0.01475

Its SMILES is C#Cc1ccco1. The calculation puts the HOMO energy at -8.56 eV. The calculation puts the LUMO energy at 1.0797 eV. The charge is 0. The value obtained for the energy above the lowest of the compared OMol25 structures with the same formula, charge and spin is 22.53 kcal per mole. As for the orbital gap: 9.6 eV. The total energy comes out at -306.1756 Ha.

Molecular formula: C34H30O6PS6SbSiZr
Method: DFT, ωB97M-V/def2-TZVPD

Element x y z (Å)
Zr: 0.78497 -0.40877 0.46263
O: 4.76906 -0.92227 -0.34405
C: 3.39939 -1.08672 -0.28817
O: 2.79748 -0.39864 0.72490
C: 3.07473 -2.57134 -0.07053
O: 1.64516 -2.60278 0.07898
C: 1.06305 -3.61494 0.89667
C: -0.23996 -3.09744 1.50882
O: -0.91434 -3.87954 2.14248
O: -0.48509 -1.84238 1.29090
H: 4.91108 0.03965 -0.45529
H: 3.55901 -2.86849 0.86269
H: 3.38345 -3.21796 -0.89041
H: 1.73794 -3.88293 1.71256
H: 0.84226 -4.50194 0.30283
S: 1.36559 2.47197 -3.55372
Sb: 2.26408 1.88626 -1.57290
S: 0.69881 2.11310 0.21408
S: 2.54001 -0.59124 -1.87186
S: 4.37100 2.48966 -0.95384
O: -0.45447 -0.51422 -1.14739
Si: -1.78991 -0.95727 -1.92345
C: -2.92604 0.52396 -2.13373
C: -4.31811 0.40541 -2.18975
C: -5.12824 1.51991 -2.37353
C: -4.55319 2.77835 -2.49931
C: -3.17200 2.91598 -2.44154
C: -2.36557 1.79897 -2.26088
C: -2.75585 -2.28243 -0.99516
C: -2.81379 -3.60897 -1.42706
C: -3.48082 -4.58031 -0.68752
C: -4.09991 -4.23824 0.50503
C: -4.05180 -2.92484 0.95508
C: -3.38936 -1.96194 0.21003
C: -1.42524 -1.66999 -3.62785
C: -0.13088 -1.99931 -4.02894
C: 0.11399 -2.54295 -5.28587
C: -0.93610 -2.76983 -6.16402
C: -2.23346 -2.44593 -5.78427
C: -2.46965 -1.89917 -4.52997
H: -4.77913 -0.57048 -2.06981
H: -6.20625 1.40839 -2.40845
H: -5.18204 3.65112 -2.63635
H: -2.71382 3.89335 -2.53483
H: -1.28841 1.92258 -2.21907
H: -2.32860 -3.88985 -2.35576
H: -3.50419 -5.60605 -1.03766
H: -4.60061 -4.99619 1.09622
H: -4.50652 -2.65763 1.90105
H: -3.34086 -0.94497 0.58449
H: 0.69503 -1.81395 -3.35403
H: 1.13023 -2.77794 -5.58016
H: -0.74565 -3.18901 -7.14559
H: -3.05793 -2.61259 -6.46845
H: -3.48629 -1.63957 -4.24918
S: 0.78479 1.51106 6.12584
P: 1.30422 1.52754 4.22425
S: 0.61271 -0.08015 3.18532
C: 3.11115 1.67451 4.02439
C: 3.93388 1.68670 5.14584
C: 5.31042 1.79696 4.99756
C: 5.86575 1.90039 3.72821
C: 5.04569 1.88999 2.60721
C: 3.67102 1.77315 2.75240
C: 0.64693 3.02678 3.41919
C: 1.43004 4.16515 3.25976
C: 0.89036 5.30688 2.68163
C: -0.43538 5.32126 2.27163
C: -1.22350 4.19161 2.44449
C: -0.68390 3.04876 3.01493
H: 3.47872 1.61021 6.12576
H: 5.94748 1.80386 5.87502
H: 6.93998 1.98869 3.61071
H: 5.45624 1.97169 1.60894
H: 3.04524 1.76214 1.86888
H: 2.46886 4.15489 3.56524
H: 1.51410 6.18070 2.53647
H: -0.84973 6.20634 1.80318
H: -2.25337 4.18945 2.10886
H: -1.28393 2.15380 3.12520

The calculation puts the HOMO energy at -3.21 eV. The calculation puts the LUMO energy at 4.1247 eV. The charge is -2. The value obtained for the energy above the lowest of the compared OMol25 structures with the same formula, charge and spin is 2.17 kcal per mole. As for the orbital gap: 7.3 eV. The total energy comes out at -5072.8877 Ha.

Molecular formula: CH14Na3O10
Method: DFT, ωB97M-V/def2-TZVPD

Element x y z (Å)
Na: -2.65831 -0.17961 2.30335
Na: 2.51681 -1.29360 -1.61337
Na: -1.60222 -3.33233 0.23432
C: 0.05244 -0.66089 0.05328
O: -1.12143 -0.41641 0.60430
O: 0.69105 0.22336 -0.58597
O: 0.53716 -1.85788 0.21374
O: 2.78910 3.39291 -1.00753
H: 2.90269 3.12324 -0.08759
H: 2.29383 2.68118 -1.42678
O: -1.40582 2.60513 0.27772
H: -1.21350 1.67337 0.48096
H: -2.22807 2.84211 0.71773
O: 1.32637 2.26743 1.40370
H: 1.24764 1.67215 0.64236
H: 0.53631 2.81937 1.35940
O: 1.09054 -3.15737 2.68995
H: 0.51993 -3.92978 2.63301
H: 1.07232 -2.74116 1.80906
O: 0.12278 2.25225 -2.62221
H: 0.36872 1.53113 -2.03285
H: -0.34430 2.87798 -2.05556
O: -3.47879 -0.29384 -0.79306
H: -3.82748 0.53635 -0.45222
H: -2.63377 -0.44794 -0.32205
O: 0.68547 -4.38330 -0.61488
H: 1.07655 -4.36465 -1.49290
H: 0.68400 -3.43921 -0.31593

The calculation puts the HOMO energy at -12.54 eV. The calculation puts the LUMO energy at -4.7284 eV. The charge is +1. The value obtained for the energy above the lowest of the compared OMol25 structures with the same formula, charge and spin is 19.07 kcal per mole. As for the orbital gap: 7.8 eV. The total energy comes out at -1285.7364 Ha.